A gas-phase ion, CH8NP4 (charge +1), computed with ωB97M-V/def2-TZVPD.

Element x y z (Å)
H1 0.61 -2.00 -1.54
H2 0.13 -2.36 0.23
H3 -2.89 -0.21 -2.02
H4 0.16 -0.23 2.80
P1 -0.85 0.31 1.87
P2 1.22 -1.77 -0.28
C1 -2.04 -0.34 -1.43
P3 1.91 1.64 -0.39
H5 2.89 1.10 0.48
H6 -1.89 -1.26 -0.86
H7 1.31 2.48 0.46
N1 -0.60 0.76 -1.34
H8 -0.28 1.63 2.04
P4 0.32 0.25 -0.04

Properties
- ΔE to the lowest compared entry with this formula, charge and spin (kcal per mole) = 90.04
- structure (SMILES) = C=[N+]=P(P)(P)P
- frontier orbital gap (spin up / spin down) (eV) = 7.37 / 7.37
- charge = +1



A molecular structure, C5H11FN2, computed with ωB97M-V/def2-TZVPD.

Element x y z (Å)
H1 -2.15 -0.66 1.14
H2 0.40 -2.00 0.26
H3 0.95 -0.95 -1.64
H4 1.86 0.78 -1.50
H5 0.77 2.04 0.87
C1 -1.63 -0.95 0.34
H6 -2.61 0.44 -0.80
H7 2.48 0.60 0.76
N1 1.29 0.86 1.07
H8 -0.74 1.78 -1.08
H9 -0.99 1.38 0.64
H10 0.22 -0.76 1.65
C2 -0.66 0.98 -0.32
C3 1.48 -0.09 -1.03
N2 -1.67 0.06 -0.73
H11 -2.06 -1.80 -0.03
C4 0.58 0.22 0.12
F1 2.46 -0.81 -0.30
C5 0.01 -1.11 0.58

Properties
- ΔE to the lowest compared entry with this formula, charge and spin (kcal per mole) = 108.46
- frontier orbital gap (eV) = 9.93
- charge = 0



6 unconnected molecules or ions with the total composition C20H58N8O6P2, computed with ωB97M-V/def2-TZVPD.

Element x y z (Å)
C1 -3.46 6.29 -1.86
H1 -1.41 6.87 1.26
C2 4.25 -1.52 -0.72
H2 -0.41 6.99 -2.72
N1 1.06 -7.24 1.43
H3 -3.08 -1.67 -0.50
C3 0.40 4.24 -2.71
H4 0.74 -0.30 -2.66
H5 2.83 -3.53 1.57
C4 -0.01 -6.33 1.26
H6 -2.15 1.49 1.49
O1 3.97 -0.89 1.95
H7 3.89 -2.52 -0.80
H8 -0.75 -6.33 2.02
C5 -4.92 4.51 1.10
C6 2.45 -5.77 -1.17
H9 4.27 -4.09 2.37
C7 -0.08 7.34 -1.72
H10 -6.00 4.37 1.37
H11 0.18 -8.99 0.44
H12 -3.56 1.04 -0.27
C8 0.62 -8.63 1.40
N2 -2.46 5.17 -1.90
H13 -0.13 -8.91 2.15
P1 -1.32 5.10 -0.69
N3 2.80 -5.56 2.07
H14 -2.99 7.19 -1.54
H15 -0.66 -6.53 0.36
H16 -4.49 5.28 1.69
O2 -0.24 0.36 -1.07
C9 -4.39 3.11 1.33
H17 -0.43 4.36 -3.38
C10 0.86 3.59 -0.46
H18 1.48 -9.30 1.60
N4 3.19 -6.60 -0.25
C11 -0.80 7.41 0.61
H19 0.98 7.11 -1.62
H20 1.67 -6.23 3.68
C12 -3.02 3.86 -2.27
O3 -1.77 4.70 0.65
N5 -0.17 4.02 -1.38
H21 0.93 3.37 -3.01
C13 1.94 0.27 1.69
H22 0.64 3.76 0.58
H23 1.04 5.14 -2.73
C14 3.11 -0.49 1.21
H24 -3.21 3.67 2.83
H25 3.06 -5.38 -1.92
P2 2.73 -7.01 1.27
H26 0.28 -5.32 1.02
H27 -2.19 3.21 -2.55
H28 2.38 -0.60 -0.75
H29 1.04 0.44 1.10
C15 2.08 -5.31 3.30
H30 -3.19 0.72 2.62
H31 1.14 2.59 -0.56
H32 4.93 -7.75 -0.27
H33 3.69 -8.08 -1.62
H34 -4.34 6.04 -1.31
O4 -4.62 2.21 0.50
H35 -3.65 3.28 -1.62
H36 4.35 -1.34 -1.84
H37 -1.04 -0.38 -2.85
H38 1.90 -5.00 -0.60
N6 -3.59 2.85 2.39
H39 -3.56 4.04 -3.24
H40 -4.47 -0.89 0.31
C16 -3.80 -0.84 -0.52
H41 4.01 -4.42 0.72
H42 1.75 4.20 -0.62
O5 -2.99 0.33 -0.56
C17 -2.68 1.67 2.43
C18 -0.18 0.23 -2.40
C19 4.20 -7.30 -0.98
H43 2.74 -4.83 3.96
H44 2.25 1.28 1.96
C20 3.52 -4.34 1.65
O6 3.49 -8.19 1.77
H45 5.27 -1.34 -0.28
H46 1.70 -6.41 -1.70
H47 1.19 -4.67 3.24
H48 -1.32 8.36 0.54
H49 -0.19 8.48 -1.60
H50 -0.19 1.29 -2.83
H51 -3.79 6.32 -2.97
H52 1.75 -0.14 2.71
H53 0.25 7.70 1.04
N7 -0.80 6.67 -0.62
H54 -4.45 -1.00 -1.46
H55 -1.19 0.28 -0.84
H56 -1.90 1.83 3.21
N8 3.24 -0.65 -0.21
H57 -4.84 4.60 0.05
H58 4.62 -6.65 -1.77

Properties
- structure (SMILES) = CN(C)P(=O)(N(C)C)N(C)C.CN(C)P(=O)(N(C)C)N(C)C.CNC(C)=O.CNC(C)=O.CO.CO
- frontier orbital gap (eV) = 8.93
- charge = 0



A molecular structure, C18H17IrN4O6, computed with ωB97M-V/def2-TZVPD.

Element x y z (Å)
H1 0.37 3.54 -0.51
H2 -5.06 3.33 -1.18
H3 5.40 0.81 -2.26
C1 1.55 1.96 -1.33
H4 0.86 1.33 1.17
H5 -3.52 -1.36 -1.38
C2 0.83 0.93 2.18
O1 0.64 -4.84 0.73
N1 0.72 -1.36 3.20
H6 1.91 4.06 -1.23
H7 -6.70 1.49 -1.17
C3 0.71 -3.68 0.41
C4 1.07 3.38 -1.33
H8 5.28 -0.73 -1.38
C5 0.59 -3.73 3.84
H9 -5.94 -0.86 -1.23
C6 -5.22 -0.05 -1.26
C7 0.79 -0.55 2.12
C8 0.74 -2.62 1.44
H10 1.72 1.27 2.72
N2 0.80 -1.31 1.04
H11 0.70 -1.10 4.18
C9 0.68 -2.67 2.80
C10 -3.37 2.03 -1.30
O2 0.56 -4.97 3.44
H12 -0.05 1.31 2.69
O3 0.79 -3.22 -0.82
H13 0.59 -5.06 2.45
Ir1 0.87 -1.25 -1.19
N3 0.61 0.97 -1.31
H14 0.55 3.59 -2.26
C11 -4.72 2.31 -1.23
C12 -1.52 0.37 -1.41
C13 -5.64 1.27 -1.21
O4 2.83 -0.66 -1.51
C14 3.48 0.40 -1.43
O5 0.54 -3.38 4.99
H15 3.57 2.53 -1.34
O6 -1.14 -0.83 -1.54
C15 -2.94 0.70 -1.36
C16 -3.87 -0.34 -1.34
H16 -2.64 2.83 -1.34
C17 4.97 0.31 -1.39
H17 5.34 0.82 -0.50
C18 2.89 1.69 -1.35
N4 -0.63 1.37 -1.32

Properties
- <S²> = 0.763
- frontier orbital gap (spin up / spin down) (eV) = 5.30 / 5.28
- charge = +1
- multiplicity = 2



2 unconnected molecules or ions with the total composition ClIO2P, computed with ωB97M-V/def2-TZVPD.

Element x y z (Å)
O1 -0.99 -0.68 -0.96
P1 -0.03 0.05 -0.10
O2 -0.41 1.18 0.75
I1 6.91 0.05 -0.04
Cl1 1.49 -1.07 0.54

Properties
- ΔE to the lowest compared entry with this formula, charge and spin (kcal per mole) = 44.67
- frontier orbital gap (eV) = 3.57
- charge = -1



A molecular structure, C57H53N5PTa, computed with ωB97M-V/def2-TZVPD.

Element x y z (Å)
H1 -8.91 -2.19 18.05
H2 -5.75 3.56 24.82
C1 -7.67 6.63 19.42
C2 -5.30 6.64 16.86
H3 -10.09 5.09 22.01
C3 -8.62 4.76 20.47
H4 -10.17 4.45 13.53
C4 -7.76 -0.61 20.60
H5 -3.74 0.21 13.61
C5 -6.58 6.61 23.56
C6 -8.76 3.08 16.95
C7 -2.81 1.56 20.21
C8 -11.07 3.92 16.61
H6 -9.91 2.12 13.83
H7 -1.17 1.02 21.56
H8 -0.86 3.22 22.49
H9 -7.32 4.31 15.85
C9 -6.08 6.46 22.27
H10 -6.92 0.51 23.06
H11 -3.57 9.92 19.42
C10 -5.00 1.11 18.47
H12 -8.40 4.11 13.60
H13 -6.12 3.65 14.36
C11 -9.38 4.20 14.19
C12 -9.87 2.81 14.69
H14 -9.43 1.20 15.84
C13 -4.07 0.05 18.77
C14 -9.20 5.11 15.39
H15 -5.53 8.66 17.07
H16 -8.42 8.52 19.90
C15 -2.39 4.13 21.32
C16 -10.56 5.30 16.10
H17 -5.69 1.44 22.22
H18 -2.43 5.20 18.50
H19 -8.86 0.32 17.56
H20 -3.37 4.97 14.50
C17 -1.83 1.81 21.22
C18 -5.36 5.36 21.92
H21 -4.05 9.20 15.00
H22 -7.09 7.52 23.89
H23 -7.65 -1.48 21.24
C19 -9.40 5.55 21.29
C20 -1.57 3.06 21.71
H24 -10.52 2.31 17.89
H25 -9.18 -2.69 19.77
C21 -5.36 2.97 14.72
N1 -7.73 5.32 19.59
H26 -6.99 5.59 25.41
H27 -9.95 7.61 21.67
H28 -1.75 9.34 17.85
C22 -3.04 0.27 19.61
C23 -8.93 2.15 15.70
C24 -4.65 3.22 15.86
N2 -7.75 2.79 18.04
H29 -6.34 7.20 21.53
H30 -8.08 5.10 17.23
C25 -5.83 4.38 24.12
H31 -5.67 -0.35 22.06
N3 -6.86 7.15 18.43
H32 -11.99 4.11 17.18
Ta1 -6.22 4.01 18.35
C26 -7.23 0.62 21.01
H33 -10.24 -1.60 18.94
C27 -8.27 4.44 16.38
C28 -8.42 -0.68 19.42
C29 -3.55 2.40 16.14
H34 -5.81 0.90 17.80
H35 -3.23 7.17 13.75
C30 -3.41 3.87 20.43
C31 -6.48 5.56 24.45
C32 -11.23 3.01 15.42
C33 -6.31 0.56 22.17
N4 -5.02 4.30 16.74
H36 -7.98 1.90 15.22
C34 -5.21 4.28 22.87
C35 -4.62 5.56 16.19
H37 -5.74 1.64 13.06
C36 -2.26 8.59 18.44
C37 -5.07 7.95 16.45
H38 -9.98 3.89 18.51
C38 -1.93 7.26 18.22
P1 -4.67 5.15 20.20
C39 -4.82 2.44 18.99
C40 -9.21 -1.84 19.03
H39 -10.30 5.95 16.96
H40 -2.26 5.10 21.74
H41 -4.86 8.11 20.58
C41 -3.67 2.64 19.84
N5 -6.12 6.27 17.87
H42 -11.57 2.01 15.72
C42 -3.67 6.54 19.70
C43 -8.03 1.68 18.95
H43 -2.38 0.74 15.41
H44 -1.23 6.88 17.46
C44 -4.31 8.18 15.35
C45 -3.34 8.91 19.26
H45 -11.25 5.91 15.52
H46 -6.99 2.66 20.64
C46 -2.68 6.26 18.76
C47 -4.05 7.85 19.88
C48 -5.10 1.88 13.88
C49 -9.37 6.94 21.11
H47 -12.00 3.31 14.71
C50 -3.18 1.43 15.24
C51 -8.42 0.42 18.54
C52 -8.51 7.46 20.12
H48 -2.34 -0.52 19.83
H49 -8.87 6.11 15.16
H50 -8.70 3.70 20.59
C53 -7.43 1.77 20.22
C54 -3.97 1.15 14.13
H51 -4.18 -0.91 18.18
H52 -2.94 2.71 17.00
C55 -3.88 5.78 15.07
H53 -4.73 3.42 22.50
C56 -10.10 3.29 17.58
C57 -3.78 7.07 14.64

Properties
- ΔE to the lowest compared entry with this formula, charge and spin (kcal per mole) = 24.68
- frontier orbital gap (spin up / spin down) (eV) = 5.22 / 5.22
- charge = +2



A single C5H6O2 molecule, computed with ωB97M-V/def2-TZVPD.

Element x y z (Å)
H1 0.25 2.64 1.24
H2 0.94 1.25 -1.16
C1 0.37 1.04 -0.25
H3 -1.11 2.59 0.12
H4 -1.00 -1.84 -1.56
C2 0.52 -0.25 -0.18
C3 -0.14 -2.37 -1.10
O1 -1.25 1.25 1.58
C4 -0.42 1.96 0.69
H5 1.74 -1.93 -0.01
C5 0.83 -1.50 -0.41
H6 -0.72 0.72 2.19
O2 -0.02 -3.57 -1.15

Properties
- ΔE to the lowest compared entry with this formula, charge and spin (kcal per mole) = 58.00
- structure (SMILES) = O=CC=C=CCO
- frontier orbital gap (eV) = 10.06
- charge = 0



A single C2H4ClNO molecule, computed with ωB97M-V/def2-TZVPD.

Element x y z (Å)
H1 -0.84 0.69 1.23
H2 0.09 -1.66 0.47
H3 -0.76 1.88 -0.22
H4 1.69 -1.56 0.02
N1 0.73 -1.24 -0.21
Cl1 -2.26 0.07 -0.49
C1 -0.89 0.94 0.21
C2 0.68 0.10 -0.30
O1 1.57 0.78 -0.70

Properties
- ΔE to the lowest compared entry with this formula, charge and spin (kcal per mole) = 19.38
- structure (SMILES) = NC(=O)CCl
- frontier orbital gap (eV) = 10.08
- charge = 0



A single C9H15NO molecule, computed with ωB97M-V/def2-TZVPD.

Element x y z (Å)
H1 0.69 -0.12 0.87
H2 -0.37 1.37 -1.56
H3 2.32 -0.06 -1.01
H4 -2.73 -2.90 0.15
N1 -2.92 0.96 -0.96
O1 -2.62 2.60 0.78
H5 3.18 0.21 1.33
H6 2.12 1.69 -1.13
C1 -0.37 0.52 -0.88
C2 -1.80 -1.04 1.75
H7 0.48 1.63 0.76
C3 -2.59 -1.99 -0.42
C4 0.71 0.72 0.18
H8 -0.15 -0.38 -1.46
H9 -1.91 -2.19 -1.25
H10 4.15 1.12 0.17
H11 2.98 1.95 1.19
C5 3.17 1.04 0.63
H12 -3.54 -1.67 -0.83
C6 -2.03 -0.90 0.45
C7 -2.46 1.63 0.10
C8 2.10 0.84 -0.43
H13 -1.97 -1.97 2.26
C9 -1.75 0.40 -0.24
H14 -1.43 -0.23 2.35
H15 -3.02 1.22 -1.93

Properties
- ΔE to the lowest compared entry with this formula, charge and spin (kcal per mole) = 46.39
- structure (SMILES) = C=C(C)[C@@]1(CCCC)NC1=O
- frontier orbital gap (eV) = 10.13
- charge = 0